# 1
ORCA calculation (wB97M-V/def2-TZVPD) on a structure of composition C43H47GaN3O5Te.

Geometry (Å):
H 3.687 -1.528 3.972
C -3.606 -2.233 -5.129
H 3.241 -2.166 -0.209
C 2.829 -1.909 -2.964
C 1.558 -4.098 2.046
H -7.082 -0.460 0.933
O -1.108 -1.136 0.487
H -5.875 0.924 -1.910
H -1.991 -3.271 -0.552
H -3.404 -3.772 0.391
H -4.178 -2.410 -6.044
H 0.645 -2.403 1.126
C -2.992 -0.733 5.958
C -5.298 0.037 -1.654
H -3.155 -7.938 -5.088
O -0.899 0.381 2.595
H -3.649 -7.002 -6.503
C 1.392 -2.735 1.830
H 0.017 -3.831 -1.807
C 2.009 -1.568 -4.045
H -5.488 -2.413 4.407
C -1.288 -4.668 -3.329
N -1.698 -0.601 2.493
H 2.653 -5.613 3.108
C -2.843 -7.153 -5.781
H -7.804 -1.578 -0.223
O 1.519 0.110 1.202
C 2.921 -4.171 -3.839
C 1.637 -2.513 -4.991
C -4.180 -1.435 5.803
H 4.528 0.897 -1.932
H -2.687 -0.390 6.941
H 3.902 -3.532 -2.051
H -1.075 -6.765 -3.753
C -3.062 -3.452 -0.597
H 4.080 -0.636 0.026
H 5.107 -0.437 -2.957
H 0.626 3.569 -2.307
C -4.557 -1.873 4.539
Te -1.295 -1.433 -2.729
C -2.869 -3.487 -4.700
C 4.217 0.113 -2.630
H -4.030 -1.950 2.442
N -1.853 -1.377 1.503
H 0.611 -5.320 -2.534
C 3.215 -0.828 -1.934
H 1.615 -0.558 -4.128
H 4.841 -1.910 -0.947
C -1.592 -5.844 -4.022
C -2.527 -5.870 -5.048
C -4.032 -0.122 -2.229
C 3.274 -3.226 -2.877
H 0.956 -2.228 -5.785
H -3.897 -4.670 -6.173
C -1.928 -3.455 -3.651
C -3.796 -2.206 -1.018
C -5.064 -2.009 -0.477
H 4.036 -3.972 4.351
C 1.994 -0.030 -1.522
C -0.286 -4.799 -2.198
C -2.184 -0.464 4.859
H -1.973 -7.527 -6.325
C -5.831 -0.889 -0.774
H -3.236 -4.261 -1.310
H -0.720 -5.381 -1.377
C -3.755 -1.618 3.435
H -5.455 -2.753 0.216
H 0.948 -4.805 1.495
C -3.160 -4.677 -5.372
H -4.361 1.158 -3.919
C -0.514 1.725 -2.363
C -3.264 -1.251 -1.912
C 3.103 -2.267 3.437
C 2.512 -4.550 2.950
H -1.262 0.095 4.934
H 1.832 0.817 -2.197
H 3.761 0.588 -3.501
O -0.580 1.780 -3.610
C 3.888 -1.431 -0.696
H -4.815 -1.630 6.660
H -2.908 -1.409 -5.294
H 0.369 2.838 -0.692
H -0.964 3.647 -1.530
C 3.284 -3.628 3.648
H -4.298 -1.901 -4.349
C 2.164 -1.804 2.519
N -0.841 0.706 -1.555
O 2.664 0.429 3.079
H 3.277 -5.192 -3.742
C 2.086 -0.297 2.279
H -2.651 0.727 -3.697
C -2.571 -0.917 3.613
C -7.182 -0.684 -0.134
H -3.394 1.892 -2.631
C -3.577 0.965 -3.179
Ga 0.360 -0.111 -0.343
H -7.713 0.149 -0.600
H 1.780 -4.570 -5.617
C 2.095 -3.824 -4.895
C -0.076 3.025 -1.671

Multiplicity ... 2
E_HOMO (spin up / spin down) ... -1.66 / -1.66 eV
Charge ... -2
DFT total energy ... -4399.94758 a.u.
LUMO (spin up / spin down) ... 4.133 / 4.133 eV
⟨S²⟩ ... 0.755

# 2
ORCA calculation (wB97M-V/def2-TZVPD) on a structure of composition C43H47NO23PS2.

Geometry (Å):
C -1.767 -1.715 -5.034
H -5.528 -0.794 -0.527
O 1.296 1.347 -0.735
C -1.264 -2.910 0.182
H 0.076 2.285 4.002
O -0.029 -0.417 1.587
O -9.740 -4.024 0.423
O 4.912 2.172 -4.786
H 1.815 1.510 2.162
H 2.207 2.717 -2.437
C 6.583 2.872 -1.338
H -0.128 3.685 0.137
H -3.270 -2.792 0.625
H -1.345 3.639 -1.225
H 0.045 -2.996 2.620
H -3.140 -0.105 4.351
H 0.269 -2.485 4.294
C -6.878 -2.940 2.230
C -6.936 -1.919 -0.092
H 1.077 -2.219 -7.030
H -0.035 2.127 1.737
H -0.072 -1.983 7.046
C 3.993 3.412 -0.261
S 0.421 2.137 -1.569
O 4.343 2.867 -7.303
O 0.353 -2.586 -4.540
H -1.250 -3.075 3.778
H 0.114 -0.180 5.306
C 0.305 0.008 4.240
H -3.809 -5.113 6.966
C -3.138 -3.170 6.369
O -2.852 -0.450 -8.168
C 6.274 4.150 -0.622
O -6.339 -1.116 -0.968
C 0.072 -1.914 -6.776
H 1.232 1.724 5.117
H -2.641 2.299 0.185
H 1.244 -0.567 4.143
H -4.058 -2.883 5.866
C -0.734 3.060 -0.525
O -0.404 -1.176 -8.946
O 2.873 3.596 0.156
C -0.759 -1.374 -7.671
H -3.014 -1.803 4.162
C -6.248 -2.087 1.230
H -6.380 -3.040 3.185
O -0.360 -3.906 0.300
C -0.363 -2.113 -5.395
H 2.146 4.078 2.697
C -8.028 -3.563 1.953
C -8.087 -2.547 -0.369
O -2.142 -1.926 -3.784
C 5.535 1.880 -1.458
O 7.282 5.023 -0.517
O -8.642 -4.352 2.838
C 0.790 1.467 4.134
H -2.454 -3.522 1.948
C -2.080 -2.281 6.364
H -2.851 1.064 2.442
C -2.150 -0.954 -7.305
C -2.402 -0.923 4.420
C -2.410 -1.262 1.810
H -1.369 -2.320 -3.326
H 9.771 4.261 -5.821
H -8.592 -2.436 -1.318
C 8.071 3.567 -5.571
C -2.595 -1.170 -5.942
H -9.444 -4.676 2.389
H -2.279 -0.613 0.933
H -3.606 -0.877 -5.696
O -5.198 -1.506 1.417
C -1.128 2.067 1.737
C -1.591 2.001 0.270
H 2.540 1.590 -0.610
H 2.742 0.892 3.541
C -0.419 -2.434 3.439
C 2.031 1.664 3.222
C 1.153 -0.868 1.503
C 6.494 3.748 -7.549
C 7.806 4.017 -6.977
C -0.776 -3.879 7.641
O 8.694 4.584 -7.588
O 3.338 1.219 -1.050
P -1.050 -0.651 3.072
O -2.076 -1.050 5.825
H -1.398 1.040 -0.219
C -1.796 1.120 2.759
H 8.041 4.601 -0.961
H 7.312 2.629 -3.819
C 7.132 2.956 -4.838
O 7.709 2.715 -1.792
H -3.441 -1.058 2.144
O -0.290 1.280 -2.465
H -1.432 3.088 2.059
O 1.349 3.173 -2.386
C -1.839 -4.779 7.616
H -1.695 -5.740 8.100
H 5.779 0.956 -1.962
H -1.856 1.641 3.727
H 3.860 2.425 -6.579
H 4.825 5.318 0.394
C 5.061 4.398 -0.121
H 0.164 -4.098 8.139
C 5.555 3.134 -6.820
H -0.560 -4.426 1.089
C -8.703 -3.416 0.622
C 4.312 2.116 -0.955
O 9.294 3.814 -5.098
S 2.854 3.267 3.518
C -0.911 -2.676 7.009
C -2.987 -4.398 6.979
H 6.321 4.061 -8.569
H -1.184 -0.775 -9.373
O -1.212 -2.141 -0.747
C -2.355 -2.685 1.242
C 5.812 2.709 -5.404
N 2.236 -1.320 1.546

E_HOMO ... -4.96 eV
Charge ... -1
DFT total energy ... -4589.65719 a.u.
LUMO ... -0.109 eV